{"formula": "C9H17N4O2", "method": "wB97M-V/def2-TZVPD", "gap_ev": 10.18, "smiles": "COC(=O)[N+]12CN3CN(CN(C3)[C@H]1C)C2", "total_charge": 1, "homo_energy_ev": -12.926, "symbols": ["H", "H", "H", "O", "C", "C", "H", "C", "C", "H", "H", "H", "H", "H", "H", "H", "H", "C", "C", "H", "H", "C", "H", "N", "O", "C", "N", "H", "H", "C", "N", "N"], "positions_angstrom": [[-1.372, 1.672, -1.709], [0.939, 3.389, 0.534], [-1.025, 3.005, 1.655], [1.002, -2.487, 0.537], [-1.218, -0.118, 0.016], [-2.059, -0.676, -1.137], [1.997, 0.092, 1.301], [0.708, -1.794, -0.490], [-0.901, 1.808, 1.478], [-1.714, -1.659, -1.213], [0.752, -4.516, 1.220], [0.496, 0.191, -2.114], [2.270, 2.353, 0.378], [-3.141, -0.676, -0.848], [2.368, -3.981, 0.610], [0.998, -4.271, -0.622], [0.531, -0.303, 2.147], [1.148, 2.311, 0.348], [1.224, -3.930, 0.388], [-2.005, 0.001, -2.006], [1.916, 0.575, -1.196], [0.896, 0.550, -1.200], [-1.414, 1.236, 2.264], [0.550, 1.571, 1.477], [0.514, -2.018, -1.661], [0.891, 0.207, 1.239], [-1.482, 1.314, 0.271], [-1.595, -0.597, 0.975], [-1.189, 3.129, -0.813], [-0.900, 2.030, -0.863], [0.284, -0.321, -0.076], [0.533, 1.915, -0.889]]}

---

{"formula": "C16H34N3NiO3P3S", "method": "wB97M-V/def2-TZVPD", "gap_ev": [7.65, 8.32], "spin_multiplicity": 3, "homo_energy_ev": [-7.279, -7.969], "symbols": ["H", "H", "H", "H", "H", "C", "H", "C", "P", "C", "H", "H", "H", "S", "H", "H", "C", "P", "O", "H", "H", "N", "H", "C", "H", "H", "H", "H", "H", "C", "H", "O", "N", "H", "H", "H", "C", "H", "H", "N", "C", "H", "C", "H", "C", "H", "P", "C", "H", "H", "H", "H", "C", "C", "Ni", "H", "H", "C", "O", "C", "C"], "positions_angstrom": [[2.811, 0.752, 4.410], [1.156, 4.400, -1.241], [-2.382, 1.429, 3.772], [-2.433, 3.193, -0.456], [2.945, -4.226, -2.297], [2.527, -3.275, -2.632], [-0.288, -6.220, 1.660], [-0.339, -4.080, 1.577], [-1.592, 1.092, 1.485], [-0.665, 2.607, -2.793], [-1.129, -3.962, 2.314], [-0.750, 3.663, -3.055], [-0.343, 3.152, 1.798], [-1.718, -1.278, -1.134], [0.896, -5.433, 2.709], [-3.460, 1.056, -0.070], [1.302, 3.380, -0.879], [-0.221, 2.397, -1.049], [0.568, -2.969, 1.787], [1.164, -5.498, 0.957], [2.397, -3.320, -3.714], [1.532, 1.036, 1.557], [2.093, 2.894, -1.450], [0.408, -5.382, 1.734], [-2.072, 3.418, 2.013], [0.824, -2.025, -2.224], [3.775, -2.839, 2.424], [2.716, -0.877, 3.685], [-0.794, -3.996, 0.591], [-1.328, 2.915, 1.389], [3.222, -2.466, -2.413], [2.598, -1.757, 1.142], [2.432, 0.294, -2.357], [-1.905, -0.257, 3.440], [-3.780, 0.076, 1.353], [-1.607, 2.102, -3.004], [-3.354, 1.017, 1.013], [4.530, -2.605, -0.539], [-1.227, 4.445, -0.175], [-2.759, -1.840, 1.443], [-1.646, 0.790, 3.280], [0.119, 2.143, -3.394], [2.190, 0.663, 2.416], [3.072, -3.783, 1.114], [1.643, 0.154, -1.521], [0.438, -3.745, -2.265], [1.104, -2.034, 0.588], [2.998, 0.162, 3.515], [-0.664, 0.984, 3.712], [-3.893, 1.851, 1.469], [4.051, 0.214, 3.247], [1.603, 3.407, 0.167], [-1.427, 3.376, -0.073], [3.537, -2.827, 1.357], [0.226, 0.198, -0.034], [5.526, -3.339, 0.729], [5.196, -1.600, 0.748], [1.194, -3.014, -1.977], [1.330, -3.139, -0.540], [4.771, -2.579, 0.523], [-2.349, -1.614, 0.380]]}

---

{"formula": "C29H23F6IrN5O6S2Te", "method": "wB97M-V/def2-TZVPD", "gap_ev": [5.92, 5.01], "spin_multiplicity": 2, "homo_energy_ev": [-7.828, -7.772], "symbols": ["C", "C", "N", "C", "C", "F", "H", "H", "C", "H", "C", "H", "Ir", "H", "C", "C", "H", "N", "H", "F", "C", "C", "H", "F", "F", "N", "C", "H", "H", "H", "H", "N", "O", "C", "O", "H", "C", "C", "S", "C", "O", "C", "O", "C", "C", "C", "H", "C", "C", "C", "O", "C", "H", "Te", "H", "H", "H", "H", "C", "F", "S", "H", "C", "H", "O", "F", "C", "C", "C", "N", "H", "H", "C"], "positions_angstrom": [[0.989, 0.848, -4.102], [-4.417, -1.009, -0.336], [-2.515, 0.261, 0.327], [-5.058, 0.138, -0.769], [0.376, -2.152, 2.964], [-1.662, 2.360, 4.835], [4.721, 0.748, -1.806], [-6.051, 0.089, -1.197], [-3.134, 1.372, -0.083], [-2.560, -3.850, 2.622], [-3.151, -0.891, 0.202], [1.853, -2.552, 4.480], [-0.183, 0.045, 0.987], [-2.180, -1.115, -2.067], [-4.404, 1.351, -0.635], [2.396, 3.524, 2.071], [0.494, -4.274, 5.593], [-0.024, 3.889, 3.187], [-0.950, -2.430, -4.767], [2.039, 3.086, 0.866], [0.215, 0.271, -3.086], [1.003, 0.249, -5.360], [-0.685, -1.622, -1.281], [2.414, 4.855, 2.053], [-1.815, 0.777, 3.377], [2.257, -0.167, 0.273], [-2.456, -2.079, 0.730], [0.483, -2.560, -7.000], [1.586, 0.707, -6.152], [0.936, -0.988, -7.681], [-2.601, 2.301, 0.038], [1.010, -1.196, 2.233], [-2.281, 4.235, 2.173], [-0.449, -0.943, -3.314], [-2.941, -3.184, 0.625], [2.449, 2.307, -4.728], [-1.140, -4.138, 4.183], [2.907, 0.149, -0.851], [1.232, 2.932, 3.379], [2.954, -0.165, 1.410], [1.943, 3.185, 4.585], [-2.055, 2.066, 3.599], [2.783, -0.767, 3.680], [4.936, 0.569, 0.333], [-0.408, -1.506, -4.582], [0.884, -2.817, 4.098], [-4.862, 2.279, -0.948], [1.805, 2.104, -3.873], [-1.228, -1.629, -2.227], [-1.619, -3.544, 3.048], [-0.820, 2.525, 1.203], [0.239, -1.496, -7.014], [5.971, 0.883, 0.361], [-0.081, 1.436, -1.339], [-0.764, -1.396, -7.436], [-1.731, -4.896, 4.680], [-1.446, -2.664, -2.495], [2.345, 0.083, -1.772], [4.282, 0.206, 1.494], [3.625, 3.079, 2.335], [-1.239, 3.284, 2.391], [4.759, 0.207, 2.464], [2.247, -0.700, 2.602], [-4.867, -1.989, -0.401], [0.919, 1.557, 3.014], [-3.375, 2.245, 3.510], [0.284, -0.907, -5.628], [-0.865, -2.524, 2.425], [0.120, -3.779, 4.706], [-1.275, -1.770, 1.361], [2.429, 2.007, -2.983], [1.160, 2.973, -3.721], [4.242, 0.511, -0.865]]}

---

{"formula": "C7H13GaNOP", "method": "wB97M-V/def2-TZVPD", "gap_ev": 4.22, "homo_energy_ev": -5.327, "symbols": ["C", "H", "H", "C", "C", "H", "C", "H", "O", "H", "H", "P", "H", "H", "Ga", "H", "N", "H", "C", "H", "H", "C", "H", "C"], "positions_angstrom": [[-1.434, -2.224, -2.129], [-1.471, -3.311, -2.095], [4.305, 2.220, -0.656], [-2.556, -1.344, -2.080], [-1.123, 1.270, 2.951], [5.304, 0.263, -0.108], [-2.078, -0.001, -2.166], [-2.694, 0.897, -2.180], [0.662, 1.292, 1.333], [0.771, -1.800, -2.318], [-1.752, 0.518, 3.442], [4.265, 1.162, 0.317], [-0.255, -1.073, 0.711], [0.007, 0.819, -2.347], [2.175, 0.025, 0.500], [-0.490, 1.747, 3.709], [-0.519, -0.654, 1.606], [-1.782, 2.023, 2.498], [-0.666, -0.033, -2.260], [-3.598, -1.649, -2.006], [4.767, 1.735, 1.538], [-0.275, 0.636, 1.901], [-1.309, -1.077, 2.080], [-0.256, -1.443, -2.241]]}

---

{"formula": "C27H11BCl5F4N3O7STa", "method": "wB97M-V/def2-TZVPD", "gap_ev": 7.86, "total_charge": -1, "homo_energy_ev": -6.847, "symbols": ["N", "H", "S", "O", "Cl", "C", "N", "C", "H", "F", "C", "C", "O", "O", "H", "B", "C", "C", "O", "O", "F", "C", "H", "C", "C", "H", "H", "C", "C", "H", "C", "N", "O", "C", "C", "C", "H", "C", "Cl", "Ta", "C", "C", "H", "C", "Cl", "C", "C", "Cl", "F", "H", "Cl", "C", "H", "C", "C", "O", "F", "C", "C", "C"], "positions_angstrom": [[-2.174, 0.586, -1.159], [2.599, -3.784, 2.714], [4.782, 1.035, -0.143], [4.926, 2.053, 0.856], [-3.943, -0.147, 1.377], [-1.297, 0.358, 1.824], [1.074, -5.927, 5.007], [2.052, 1.412, -2.889], [5.542, 3.084, -2.389], [-0.434, -0.750, -2.470], [-2.030, 1.866, -1.466], [-0.332, 0.890, 2.696], [-0.444, 3.599, -1.033], [5.931, 0.236, -0.459], [1.940, 2.589, -4.673], [0.047, -2.155, -2.632], [4.573, 2.626, -2.533], [-4.004, 1.766, -2.780], [-2.015, -1.748, -0.425], [-0.096, 1.526, -0.232], [-0.953, -2.881, -3.204], [-3.165, -0.140, -1.649], [-2.058, -2.306, 2.093], [2.536, 2.335, -3.806], [4.076, 1.709, -1.635], [-1.559, -4.074, 3.699], [-4.923, -0.202, -2.849], [-0.750, 2.443, -0.898], [-1.954, 1.611, 4.315], [-4.737, 2.236, -3.423], [-2.952, 1.105, 3.497], [3.495, 0.066, 0.224], [1.447, -0.454, -0.613], [-0.758, -3.613, 3.136], [-0.023, -1.985, 1.474], [0.846, -5.085, 4.257], [1.096, 0.924, -3.026], [-2.942, 2.510, -2.277], [-4.595, 1.242, 3.986], [-0.471, -0.515, -0.117], [3.778, 2.938, -3.631], [-2.612, 0.492, 2.285], [-2.796, 3.555, -2.510], [2.842, 1.116, -1.793], [-2.347, 2.368, 5.806], [-1.024, -2.605, 2.230], [-4.121, 0.417, -2.473], [0.623, 2.106, 4.913], [0.236, -2.526, -1.256], [4.129, 3.656, -4.360], [1.327, 0.755, 2.260], [2.563, 0.187, -0.662], [2.105, -2.011, 1.120], [1.285, -2.447, 1.674], [-3.094, -1.561, -1.144], [-3.981, -2.349, -1.331], [1.223, -2.131, -3.316], [-0.628, 1.496, 3.910], [1.578, -3.453, 2.580], [0.557, -4.042, 3.320]]}

---

{"formula": "C4H8O", "method": "wB97M-V/def2-TZVPD", "gap_ev": [3.64, 7.16], "spin_multiplicity": 2, "total_charge": -1, "homo_energy_ev": [0.594, -3.010], "symbols": ["H", "H", "C", "H", "H", "O", "H", "C", "H", "H", "C", "C", "H"], "positions_angstrom": [[1.010, -1.062, 2.459], [-0.335, 1.285, -2.063], [-0.738, 0.877, -1.113], [0.327, 1.093, 0.773], [0.781, -1.608, -0.541], [-1.973, 0.944, -0.810], [2.143, -0.254, 1.489], [1.470, -1.119, 1.468], [2.117, -1.999, 1.455], [-0.509, -1.416, 0.596], [0.340, 0.466, -0.141], [0.462, -1.006, 0.311], [1.269, 0.735, -0.673]]}

---

ΔE to the lowest compared entry with this formula, charge and spin? In order: 0.9478; 0.1157; 4.7771; 0.0000; 0.0000; 0.0705 eV.
Total energy? In order: -722.3262; -3950.6967; -3611.9517; -2670.5036; -4907.4776; -232.3914 hartree.